# C7H15As2Cl12F12OY

C7H15As2Cl12F12OY as an isolated structure at a distorted geometry (ωB97M-V/def2-TZVPD, the Open Molecules 2025 dataset).

The value obtained for the gap between HOMO and LUMO is 7.6 eV. For the LUMO energy, the calculation gives -2.41 eV. Its maximum force is 4.49 eV/Å. As for the energy above the lowest of the compared OMol25 structures with the same formula, charge and spin: 0.0 kcal/mol. As for the electronic energy: -11581.8130 hartree. The value obtained for the HOMO energy is -10.00 eV.

```
50
C7H15As2Cl12F12OY (ωB97M-V/def2-TZVPD)
Y -2.243 -0.873 0.642
C -3.031 1.202 3.177
O -3.421 0.696 1.899
H -1.968 1.037 3.386
H -3.179 2.283 3.142
H -3.672 0.702 3.905
As -4.041 1.320 -2.108
F -2.774 0.413 -1.119
F -4.590 2.026 -0.648
F -5.256 2.110 -3.012
F -3.360 0.542 -3.473
F -5.013 -0.083 -1.769
F -2.972 2.644 -2.301
As 0.805 -0.026 0.951
F 1.841 0.324 -0.346
F 1.937 -1.091 1.631
F -0.459 -0.587 2.129
F -0.568 0.820 0.211
F 0.115 -1.396 -0.013
F 1.235 1.319 1.854
C 2.063 3.182 -2.688
Cl 2.383 4.918 -2.705
Cl 0.386 2.850 -3.168
H 2.723 2.607 -3.324
H 2.192 2.818 -1.676
C 2.171 -1.663 -3.424
Cl 2.189 -0.039 -4.133
Cl 1.960 -2.940 -4.613
H 3.086 -1.805 -2.857
H 1.386 -1.676 -2.680
C -1.375 -3.729 -2.863
Cl -0.061 -3.647 -1.669
Cl -1.898 -2.115 -3.329
H -1.002 -4.229 -3.751
H -2.151 -4.349 -2.431
C 4.339 -2.267 3.060
Cl 5.444 -3.599 3.428
Cl 3.711 -1.447 4.493
H 4.841 -1.544 2.429
H 3.507 -2.704 2.524
C -0.112 -3.542 3.728
Cl -1.533 -2.620 4.295
Cl -0.051 -3.466 1.954
H 0.764 -3.088 4.173
H -0.327 -4.559 4.020
C 1.138 5.033 0.476
Cl 2.861 5.294 0.761
Cl 0.209 5.088 1.990
H 0.770 5.799 -0.194
H 1.003 4.056 0.033
```

Here are the Löwdin charges for atoms 1 to 2, given in e: Y 1.79; C -0.23